Record 1
Density functional theory data (ωB97M-V/def2-TZVPD) for a molecular structure, C17H21BN6Zn in a non-equilibrium geometry.

The geometry in XYZ format:
```
46
Properties=species:S:1:pos:R:3:mulliken_charge:R:1
H -0.378 3.248 0.785 0.45
N 0.132 1.968 -0.838 0.13
B 0.824 1.033 -3.087 0.15
N 0.686 2.217 -2.094 0.04
C 0.836 3.544 -2.273 -0.15
Zn -0.361 -0.080 -0.118 -0.39
H 1.219 3.923 -3.211 0.44
C 0.438 4.180 -1.100 -1.11
H 0.420 5.228 -0.911 0.41
C -0.012 3.155 -0.236 -0.08
H 1.235 1.394 -4.147 -0.12
C -1.881 -2.264 1.362 -0.81
H -2.168 -2.262 2.425 0.28
H -0.985 -2.890 1.234 0.28
H -2.714 -2.662 0.762 0.33
N -0.595 0.405 -3.123 0.14
N 1.700 -0.077 -2.475 0.08
N -1.204 -0.069 -1.970 0.11
N 1.319 -0.671 -1.274 0.10
C -1.421 0.275 -4.177 -0.07
C 2.761 -0.723 -2.987 -0.12
H -1.091 0.590 -5.165 0.43
H 3.161 -0.417 -3.946 0.44
C -2.587 -0.333 -3.719 -1.09
C 3.119 -1.726 -2.093 -1.12
C -2.424 -0.512 -2.338 -0.07
C 2.190 -1.659 -1.035 -0.03
H -3.457 -0.572 -4.308 0.38
H 3.918 -2.422 -2.205 0.41
H -3.101 -0.921 -1.602 0.42
H 2.159 -2.246 -0.115 0.41
H -1.658 -1.206 1.052 -0.03
C 0.667 0.244 1.626 -0.92
C 0.228 -0.239 2.935 0.24
C 0.624 -1.518 3.399 -0.33
C 0.172 -1.991 4.627 -0.49
C -0.671 -1.220 5.437 -0.55
C -1.041 0.055 4.992 -0.45
C -0.620 0.544 3.758 -0.43
H 0.729 1.338 1.614 0.49
H 1.637 -0.196 1.359 0.51
H 1.302 -2.116 2.776 0.30
H 0.480 -2.983 4.961 0.35
H -1.008 -1.595 6.408 0.37
H -1.671 0.681 5.625 0.35
H -0.909 1.544 3.409 0.32
```

Calculated values
net charge = 0
ΔE to the lowest compared entry with this formula, charge and spin = 3.1 kcal/mol
E_HOMO = -0.273 Eh
frontier orbital gap = 7.922 eV

Record 2
Density functional theory data (ωB97M-V/def2-TZVPD) for a molecular structure, C17H21BrMnNO2S2Si in a non-equilibrium geometry.

The geometry in XYZ format:
```
46
Properties=species:S:1:pos:R:3:lowdin_spin:R:1
Mn -1.562 0.190 0.487 4.63
C -3.723 -1.756 -1.981 0.00
Si -2.569 -0.374 -2.491 0.01
C -2.423 -0.596 -4.358 0.00
C -3.317 1.345 -2.376 0.00
N -1.119 -0.414 -1.510 0.04
C 0.131 -0.857 -1.923 0.01
C 0.428 -1.454 -3.168 0.01
C 1.706 -1.870 -3.530 0.00
C 2.771 -1.727 -2.661 0.01
C 2.529 -1.161 -1.411 0.00
C 1.256 -0.748 -1.069 0.01
O 0.960 -0.204 0.174 0.03
C 2.016 0.086 1.023 0.00
C 2.792 1.202 0.778 0.00
C 3.808 1.527 1.665 0.00
C 4.030 0.744 2.793 0.00
C 3.229 -0.368 3.028 0.00
C 2.219 -0.706 2.135 0.00
H -4.780 -1.549 -2.193 0.00
H -3.637 -1.950 -0.918 0.00
H -3.434 -2.665 -2.526 0.00
H -3.402 -0.329 -4.780 0.00
H -2.200 -1.626 -4.658 0.00
H -1.674 0.069 -4.805 0.00
H -4.411 1.330 -2.310 0.00
H -3.029 1.915 -3.269 0.00
H -2.956 1.875 -1.505 0.00
H -0.377 -1.600 -3.867 0.00
H 1.860 -2.319 -4.504 0.00
H 3.769 -2.050 -2.931 0.00
H 3.338 -1.047 -0.703 0.00
H 2.590 1.807 -0.098 0.00
H 4.417 2.406 1.483 0.00
H 4.815 1.008 3.492 0.00
H 3.370 -0.966 3.921 0.00
H 1.558 -1.544 2.318 0.00
C -0.727 2.525 5.975 0.00
O -0.741 2.202 4.584 0.01
C -0.527 0.943 4.171 0.03
S -0.286 -0.348 5.193 0.03
S -0.643 0.836 2.471 0.07
H -0.062 3.379 6.096 0.00
H -0.384 1.689 6.573 0.00
H -1.736 2.805 6.266 0.00
Br -3.874 0.346 0.921 0.11
```

Calculated values
net charge = -1
ΔE to the lowest compared entry with this formula, charge and spin = 39.2 kcal/mol
E_HOMO (alpha / beta) = -0.164 / -0.170 Eh
frontier orbital gap (alpha / beta) = 7.316 / 7.448 eV
multiplicity = 6

Record 3
Density functional theory data (ωB97M-V/def2-TZVPD) for a gas-phase ion, C17H21BrN2O5PS2 (charge +1) in a non-equilibrium geometry.

The geometry in XYZ format:
```
49
Properties=species:S:1:pos:R:3:mulliken_charge:R:1
N 5.431 -2.609 1.734 -0.60
C 4.256 -3.185 0.981 -0.25
O 3.525 -2.089 0.347 -0.22
C 2.139 -2.325 0.288 -0.08
O 1.590 -3.463 0.338 -0.53
C 1.165 -1.080 0.081 0.46
C 0.365 -1.019 -1.243 -0.94
C -0.590 0.193 -1.544 0.67
C -1.327 0.172 -2.964 -0.78
O -2.726 -0.195 -2.922 -0.38
C -3.087 -0.849 -1.699 0.50
C -2.714 -2.317 -1.318 -0.27
C -3.213 -2.914 0.033 -0.52
C -4.097 -2.048 0.980 -0.37
C -4.473 -0.575 0.648 -0.60
C -3.966 -0.004 -0.702 -0.17
N -0.745 1.250 -0.547 0.84
C -1.668 2.393 -0.799 -1.25
C -0.943 3.798 -1.120 -0.75
C 0.557 3.682 -1.701 -0.36
S 1.717 4.477 -0.468 -0.24
C -0.012 1.236 0.720 -0.57
Br -0.195 2.711 2.054 0.07
C 0.970 0.063 1.113 0.80
P 1.832 0.104 2.788 0.50
O 2.778 1.550 2.808 -0.43
O 2.933 -1.162 3.055 -0.43
S 0.574 0.062 4.296 -0.27
H 5.700 -1.694 1.349 0.26
H 5.130 -2.530 2.722 0.29
H 4.728 -3.852 0.162 0.30
H 3.661 -3.780 1.749 0.33
H 0.493 -1.841 -2.037 0.35
H -1.278 1.251 -3.376 0.31
H -0.689 -0.482 -3.660 0.37
H -2.079 -2.916 -2.048 0.41
H -2.898 -3.992 0.267 0.35
H -4.479 -2.517 1.956 0.34
H -5.122 0.084 1.323 0.36
H -4.264 1.082 -0.942 0.41
H -2.433 2.210 -1.630 0.40
H -2.295 2.556 0.161 0.55
H -1.030 4.478 -0.189 0.39
H -1.569 4.330 -1.934 0.32
H 0.607 4.346 -2.644 0.40
H 0.871 2.634 -2.023 0.17
H 0.931 5.403 0.230 0.15
H 3.489 1.386 2.136 0.36
H 2.450 -2.012 3.189 0.36
```

Calculated values
net charge = +1
ΔE to the lowest compared entry with this formula, charge and spin = 0.0 kcal/mol
E_HOMO = -0.427 Eh
frontier orbital gap = 6.503 eV
structure (SMILES) = NCOC(=O)c1cc(COc2ccccc2)[n+](CCCS)c(Br)c1P(O)(O)=S

Record 4
Density functional theory data (ωB97M-V/def2-TZVPD) for a molecular structure, C17H21Cl3O3Pd in a non-equilibrium geometry.

The geometry in XYZ format:
```
45
Properties=species:S:1:pos:R:3:lowdin_spin:R:1
C -0.648 0.699 -1.741 0.34
C -0.800 -0.624 -2.371 0.21
C 0.490 -1.203 -2.529 0.06
C -2.043 -1.240 -2.736 0.21
C 1.476 -0.283 -2.135 0.19
C 0.854 0.991 -1.852 0.10
C 1.433 2.212 -1.620 0.33
C -1.652 1.776 -1.906 0.05
C 0.692 -2.605 -2.944 0.00
C 2.906 -0.587 -1.995 0.03
Pd -0.960 -0.219 0.253 1.50
Cl -2.533 -3.003 -0.727 0.19
Cl -3.249 0.154 0.728 0.21
Cl 0.685 -1.907 0.611 0.27
H -2.902 -0.566 -2.766 0.01
H -2.311 -2.036 -1.801 0.05
H -1.919 -1.875 -3.607 0.01
H 0.033 -3.226 -2.324 0.00
H 1.737 -2.903 -2.810 0.00
H 0.425 -2.720 -4.007 0.00
H 3.032 -1.398 -1.271 0.01
H 3.449 0.265 -1.584 0.00
H 3.350 -0.883 -2.955 0.01
H 2.512 2.280 -1.471 0.02
H 0.683 2.525 0.375 0.01
H 0.787 3.095 -1.702 0.02
H -2.510 1.566 -1.253 0.01
H -1.963 1.742 -2.958 0.02
H -1.236 2.751 -1.644 0.00
O -0.161 2.741 0.841 0.02
H -0.146 1.999 1.536 0.00
O 2.081 0.404 2.518 0.01
C 0.938 0.314 2.958 0.01
O -0.216 0.485 2.403 0.08
C 0.748 -0.022 4.444 0.00
C -0.554 -0.037 4.990 0.00
C -0.763 -0.213 6.359 0.00
C 0.343 -0.414 7.209 0.00
C 1.639 -0.438 6.676 0.00
C 1.841 -0.242 5.300 0.00
H -1.403 0.095 4.311 0.00
H -1.790 -0.195 6.744 0.00
H 0.162 -0.560 8.275 0.00
H 2.491 -0.612 7.336 0.00
H 2.829 -0.254 4.849 0.00
```

Calculated values
net charge = -2
E_HOMO (alpha / beta) = 0.007 / -0.048 Eh
frontier orbital gap (alpha / beta) = 4.713 / 4.991 eV
multiplicity = 5

Record 5
Density functional theory data (ωB97M-V/def2-TZVPD) for 3 unconnected molecules or ions with the total composition C17H21ClF3O4P2 in a non-equilibrium geometry.

The geometry in XYZ format:
```
48
Properties=species:S:1:pos:R:3:mulliken_charge:R:1
C -0.466 -2.708 1.217 -1.14
C 0.801 -2.304 1.349 -0.28
C 1.336 -0.977 0.889 0.03
O 0.748 0.158 1.476 -0.48
P 1.641 1.511 0.866 0.93
O 0.319 2.511 1.145 -0.27
F 2.550 2.738 0.235 -0.38
Cl 2.396 2.149 2.876 -0.48
O 3.066 0.524 0.738 -0.45
C 2.817 -0.797 1.130 0.19
P 3.435 -1.367 2.796 -0.21
C 2.183 -0.931 4.060 -0.89
O 4.684 -0.318 3.102 -0.36
H -0.771 -3.622 1.708 0.27
H -1.200 -2.172 0.637 0.31
H 1.512 -2.983 1.804 0.40
H 1.158 -0.902 -0.189 0.44
H 1.231 1.265 -0.454 -0.34
H 0.296 2.624 2.096 0.18
H 3.315 -1.502 0.454 0.33
H 2.194 0.116 4.335 0.25
H 2.449 -1.505 4.950 0.41
H 1.187 -1.243 3.768 0.24
H 5.129 -0.698 3.858 0.36
F -5.327 6.207 0.269 -0.33
C -4.116 5.615 0.105 0.37
C -3.416 5.203 1.220 -0.49
C -2.180 4.594 1.047 -0.28
C -1.658 4.412 -0.224 -0.38
C -2.382 4.840 -1.329 -0.40
C -3.624 5.443 -1.171 -0.40
H -3.836 5.358 2.205 0.40
H -1.619 4.258 1.907 0.30
H -0.696 3.938 -0.342 0.42
H -1.978 4.703 -2.323 0.36
H -4.206 5.776 -2.021 0.40
F -0.082 -2.405 -1.717 -0.11
C -0.332 -3.280 -2.700 0.42
C -1.572 -3.272 -3.308 -0.50
C -1.822 -4.180 -4.326 -0.32
C -0.843 -5.083 -4.715 -0.56
C 0.395 -5.075 -4.086 -0.38
C 0.659 -4.167 -3.072 -0.44
H -2.322 -2.563 -2.984 0.41
H -2.787 -4.181 -4.816 0.35
H -1.044 -5.791 -5.508 0.36
H 1.159 -5.780 -4.385 0.34
H 1.618 -4.138 -2.573 0.43
```

Calculated values
net charge = -1
E_HOMO = -0.181 Eh
frontier orbital gap = 7.430 eV